An isolated molecule of C17H29O6P at a distorted geometry, computed with wB97M-V/def2-TZVPD.

Each line ends with the natural charge from an NBO analysis.
Cartesian coordinates (Å):
C (1.88, 5.42, 0.59)  -0.25
O (0.75, 4.92, 1.25)  -0.49
C (0.14, 3.80, 0.75)  0.34
C (-0.98, 3.35, 1.45)  -0.29
C (-1.64, 2.22, 1.02)  -0.14
C (-1.23, 1.52, -0.09)  -0.18
C (-1.89, 0.24, -0.49)  -0.25
O (-2.24, 0.12, -1.84)  -0.72
P (-0.76, -1.20, -0.10)  2.35
O (0.31, -1.48, -1.07)  -1.11
O (-1.76, -2.43, 0.18)  -0.81
C (-2.48, -3.03, -0.89)  -0.07
C (-1.62, -4.01, -1.69)  -0.26
C (-2.41, -4.53, -2.88)  -0.60
C (-1.15, -5.16, -0.80)  -0.61
O (-0.25, -0.95, 1.39)  -0.82
C (1.13, -1.05, 1.69)  -0.06
C (1.75, 0.33, 1.92)  -0.25
C (3.26, 0.22, 2.06)  -0.60
C (1.13, 0.99, 3.16)  -0.61
C (-0.11, 1.98, -0.80)  0.41
O (0.25, 1.25, -1.90)  -0.53
C (1.51, 1.46, -2.49)  -0.25
C (0.57, 3.12, -0.38)  -0.42
H (2.19, 6.30, 1.17)  0.20
H (1.66, 5.73, -0.43)  0.18
H (2.70, 4.70, 0.59)  0.17
H (-1.30, 3.90, 2.32)  0.23
H (-2.50, 1.87, 1.57)  0.22
H (-2.81, 0.10, 0.08)  0.22
H (-1.42, 0.23, -2.35)  0.50
H (-2.88, -2.26, -1.55)  0.20
H (-3.31, -3.56, -0.41)  0.18
H (-0.74, -3.46, -2.04)  0.23
H (-3.30, -5.06, -2.55)  0.20
H (-1.80, -5.22, -3.46)  0.21
H (-2.71, -3.72, -3.53)  0.21
H (-2.00, -5.74, -0.45)  0.20
H (-0.63, -4.76, 0.07)  0.22
H (-0.47, -5.81, -1.34)  0.21
H (1.23, -1.67, 2.58)  0.18
H (1.64, -1.54, 0.85)  0.21
H (1.51, 0.95, 1.05)  0.20
H (3.70, -0.21, 1.16)  0.21
H (3.70, 1.20, 2.23)  0.21
H (3.52, -0.42, 2.91)  0.20
H (1.41, 0.44, 4.05)  0.20
H (1.47, 2.01, 3.26)  0.21
H (0.05, 0.99, 3.07)  0.22
H (1.55, 2.42, -3.02)  0.17
H (2.31, 1.41, -1.74)  0.18
H (1.63, 0.64, -3.20)  0.21
H (1.43, 3.46, -0.93)  0.23

relative energy (zero: lowest compared OMol25 entry of this formula, charge and spin): 0.0 kJ/mol
SMILES: COc1ccc([C@@H](O)P(=O)(OCC(C)C)OCC(C)C)c(OC)c1
gap between HOMO and LUMO: 8.901 eV
HOMO: -8.32 eV


A 2-piece molecular cluster, C4H3Br overall at a distorted geometry, computed with wB97M-V/def2-TZVPD.

Each line ends with the natural charge from an NBO analysis.
Cartesian coordinates (Å):
C (0.77, 1.13, 1.60)  -0.49
C (1.30, 2.09, 2.24)  0.17
C (0.23, -0.01, 1.11)  0.04
C (0.44, -0.49, -0.31)  -0.54
Br (-0.81, -1.82, -0.99)  0.03
H (-0.31, -0.74, 2.30)  0.26
H (1.44, -1.07, -0.43)  0.28
H (0.52, 0.39, -0.94)  0.26

relative energy (zero: lowest compared OMol25 entry of this formula, charge and spin): 353.2 kJ/mol
gap between HOMO and LUMO: 8.208 eV
HOMO: -10.14 eV


A 11-piece molecular cluster, C33H80O15 overall at a distorted geometry, computed with wB97M-V/def2-TZVPD.

Each line ends with the Mulliken charge.
Cartesian coordinates (Å):
O (3.76, 2.02, 6.72)  -0.49
C (4.68, 1.33, 6.48)  0.67
O (4.64, -0.08, 6.24)  -0.33
C (5.72, -0.28, 5.39)  -0.28
C (6.76, 0.65, 5.85)  -0.36
O (5.95, 1.67, 6.35)  -0.35
H (6.05, -1.28, 5.51)  0.35
H (5.43, -0.26, 4.29)  0.19
H (7.40, 0.97, 5.07)  0.29
H (7.32, 0.28, 6.64)  0.33
O (2.36, -1.72, -5.82)  -0.60
C (1.76, -0.68, -5.72)  0.33
O (1.21, -0.06, -6.75)  -0.38
C (0.48, 1.08, -6.25)  -0.13
C (1.18, 1.36, -4.93)  -0.05
O (1.63, 0.01, -4.57)  0.02
H (0.49, 1.90, -6.94)  0.36
H (-0.53, 0.80, -6.03)  0.04
H (0.61, 1.77, -4.09)  -0.17
H (2.06, 1.88, -5.20)  0.40
C (-4.34, -0.57, 0.46)  -1.05
C (-4.00, 0.60, 1.35)  1.17
C (-5.15, 0.89, 2.26)  -1.93
O (-2.71, 0.40, 2.08)  -0.05
H (-4.95, -0.32, -0.38)  0.50
H (-4.81, -1.39, 1.05)  0.44
H (-3.50, -1.00, 0.02)  -0.20
H (-3.69, 1.53, 0.86)  -0.05
H (-4.86, 1.54, 3.02)  0.51
H (-5.48, -0.05, 2.73)  0.30
H (-5.92, 1.38, 1.69)  0.46
H (-2.93, -0.07, 2.91)  -0.15
C (-2.42, -4.08, -2.99)  -1.43
C (-2.26, -2.73, -3.61)  0.33
C (-3.59, -1.94, -3.78)  -0.47
O (-1.30, -1.93, -2.80)  0.34
H (-1.43, -4.37, -2.68)  0.26
H (-2.92, -4.74, -3.67)  0.47
H (-3.02, -3.90, -2.09)  0.28
H (-1.88, -2.83, -4.64)  0.34
H (-3.78, -1.45, -2.83)  -0.10
H (-4.44, -2.51, -4.14)  0.48
H (-3.34, -1.12, -4.53)  -0.10
H (-0.93, -1.23, -3.42)  -0.33
C (4.92, 1.50, -3.26)  -1.53
C (4.08, 2.45, -2.43)  0.92
C (4.96, 3.72, -2.18)  -1.52
O (2.90, 2.78, -3.17)  -0.45
H (5.73, 1.11, -2.68)  0.49
H (5.36, 1.97, -4.09)  0.46
H (4.37, 0.60, -3.53)  0.14
H (3.73, 1.98, -1.50)  0.08
H (5.87, 3.35, -1.80)  0.43
H (4.59, 4.34, -1.34)  0.40
H (5.06, 4.27, -3.09)  0.34
H (2.35, 3.31, -2.60)  0.23
C (0.56, 2.58, 3.72)  -0.99
C (1.97, 2.64, 4.25)  0.54
C (3.06, 2.23, 3.23)  -0.93
O (2.30, 3.98, 4.73)  -0.63
H (0.46, 3.15, 2.79)  0.14
H (-0.09, 2.97, 4.42)  0.63
H (0.35, 1.53, 3.50)  -0.03
H (2.04, 1.97, 5.09)  0.28
H (4.01, 2.26, 3.86)  0.25
H (3.10, 2.83, 2.30)  0.30
H (2.94, 1.12, 3.14)  0.19
H (2.83, 3.89, 5.53)  0.38
C (-1.26, -0.34, 5.16)  -0.87
C (-2.53, -1.24, 5.40)  0.51
C (-3.52, -0.52, 6.23)  -1.55
O (-3.02, -1.56, 4.11)  -0.58
H (-0.90, 0.01, 6.12)  0.46
H (-1.76, 0.49, 4.55)  0.07
H (-0.49, -0.80, 4.51)  0.25
H (-2.28, -2.18, 5.91)  0.36
H (-4.39, -1.16, 6.54)  0.39
H (-3.83, 0.45, 5.94)  0.34
H (-3.10, -0.42, 7.29)  0.39
H (-2.55, -2.30, 3.66)  0.23
C (1.58, -3.26, -2.69)  -1.34
C (2.01, -2.36, -1.49)  1.30
C (3.48, -2.36, -1.36)  -1.45
O (1.46, -1.04, -1.73)  0.29
H (1.85, -4.31, -2.64)  0.50
H (1.99, -2.84, -3.59)  0.29
H (0.53, -3.08, -2.75)  0.03
H (1.35, -2.67, -0.58)  -0.29
H (3.88, -3.37, -1.22)  0.41
H (3.75, -1.77, -0.47)  0.33
H (4.07, -2.05, -2.25)  0.24
H (1.52, -0.82, -2.70)  -0.19
C (-1.94, -5.34, 1.08)  -1.40
C (-1.22, -4.11, 1.77)  0.38
C (-1.58, -2.73, 1.12)  -0.40
O (-1.69, -4.02, 3.11)  -0.54
H (-3.04, -5.09, 1.11)  0.37
H (-1.69, -6.24, 1.74)  0.45
H (-1.57, -5.53, 0.09)  0.26
H (-0.13, -4.12, 1.67)  0.24
H (-2.67, -2.63, 1.20)  0.31
H (-1.28, -2.64, 0.13)  0.16
H (-1.16, -1.93, 1.76)  -0.23
H (-2.00, -4.89, 3.34)  0.29
C (-3.13, 3.29, -3.54)  -1.72
C (-3.14, 1.93, -4.17)  1.07
C (-3.09, 2.12, -5.67)  -1.39
O (-1.99, 1.16, -3.87)  0.57
H (-3.00, 3.38, -2.47)  0.31
H (-4.08, 3.77, -3.80)  0.47
H (-2.27, 3.97, -3.84)  0.24
H (-4.06, 1.47, -3.82)  0.27
H (-3.66, 2.97, -5.97)  0.53
H (-3.40, 1.17, -6.16)  0.29
H (-2.07, 2.35, -5.99)  0.13
H (-2.13, 0.82, -2.98)  -0.60
C (-0.98, 2.55, -0.50)  -1.19
C (-0.20, 1.24, -0.52)  1.20
C (0.28, 0.74, 0.83)  0.43
O (-1.28, 0.41, -1.11)  1.09
H (-0.44, 3.26, 0.14)  0.46
H (-2.01, 2.39, -0.19)  -0.28
H (-0.97, 2.96, -1.51)  0.19
H (0.72, 1.35, -1.20)  -0.65
H (-0.63, 0.45, 1.38)  -0.59
H (0.86, 1.61, 1.32)  -0.21
H (0.95, -0.12, 0.78)  0.09
H (-0.94, -0.45, -1.18)  -0.70

SMILES: O=C1OCCO1.O=C1OCCO1.CC(C)O.CC(C)O.CC(C)O.CC(C)O.CC(C)O.CC(C)O.CC(C)O.CC(C)O.CC(C)O
gap between HOMO and LUMO: 10.014 eV
HOMO: -9.55 eV


Q: What is the HOMO in the third record?
A: -9.55 eV


Q: Among the records above, which one has the highest gap between HOMO and LUMO?
A: C33H80O15


Q: The highest HOMO belongs to which entry?
A: C17H29O6P